C4H7NO in the gas phase, computed with ωB97M-V/def2-TZVPD.

Structure (XYZ):
```
13
Properties=species:S:1:pos:R:3
C 1.20197 -1.05975 -0.14173
C -0.06187 -0.29453 -0.49103
C -1.09473 -0.10417 0.64234
C -0.82389 1.39621 0.49477
O -1.23867 2.39857 1.01572
N 0.11090 1.16306 -0.50570
H 1.89913 -1.10131 -0.98636
H 1.70969 -0.56453 0.69275
H 0.96091 -2.08754 0.15064
H -0.50192 -0.66859 -1.42225
H -2.12120 -0.35366 0.35833
H -0.84960 -0.54790 1.60780
H 0.26273 1.69121 -1.34976
```

Output
energy relative to the best compared isomer or geometry (same formula, charge and spin)	18.1	kcal/mol
HOMO level	-9.712	eV
electronic energy	-286.602850	Ha
charge	0
SMILES	C[C@H]1CC(=O)N1

---

C4H7NO in the gas phase, computed with ωB97M-V/def2-TZVPD.

Structure (XYZ):
```
13
Properties=species:S:1:pos:R:3
C 1.60764 0.42059 0.05429
C 0.25623 0.02323 -0.49531
C -0.48493 -1.04480 0.32690
N -1.87221 -0.57438 0.39376
C -1.83300 0.61947 -0.02502
O -0.66243 1.14437 -0.45470
H 2.06636 1.21631 -0.53858
H 1.50889 0.76242 1.08976
H 2.27531 -0.44795 0.04459
H 0.33280 -0.26543 -1.55222
H -0.42994 -2.04027 -0.12119
H -0.07894 -1.10368 1.34716
H -2.68577 1.29012 -0.06942
```

Output
energy relative to the best compared isomer or geometry (same formula, charge and spin)	22.3	kcal/mol
HOMO level	-9.588	eV
electronic energy	-286.596158	Ha
charge	0
SMILES	C[C@H]1CN=CO1

---

2 unconnected molecules or ions with the total composition C4H7NO, computed with ωB97M-V/def2-TZVPD.

Structure (XYZ):
```
13
Properties=species:S:1:pos:R:3
C -1.16679 1.23298 0.88141
C -0.11539 0.63021 -0.02108
C 1.07228 -0.01176 0.65759
O -0.24240 0.65733 -1.23052
H -1.77764 1.93720 0.31430
H -1.81226 0.42983 1.25942
H -0.71635 1.72332 1.75015
H 1.72836 0.77422 1.05546
H 1.63267 -0.63139 -0.04369
H 0.75057 -0.61841 1.51045
C 0.19690 -2.03742 -2.07863
N 0.67947 -2.89972 -1.48135
H -0.22941 -1.18641 -2.57351
```

Output
energy relative to the best compared isomer or geometry (same formula, charge and spin)	30.6	kcal/mol
HOMO level	-10.055	eV
electronic energy	-286.582835	Ha
charge	0
SMILES	CC(C)=O.C#N

---

A molecular structure, C4H7NO, computed with ωB97M-V/def2-TZVPD.

Structure (XYZ):
```
13
Properties=species:S:1:pos:R:3
C 4.05496 -0.38034 0.32602
C 1.19676 0.03588 -0.03758
C -1.21722 -0.26466 -0.70813
C -0.26241 0.13792 0.42341
N 2.25200 0.43135 0.48722
O 4.44020 -0.19098 -0.74173
H 1.29338 -0.57479 -0.92968
H -1.13456 0.38688 -1.61072
H -2.19352 -0.36174 -0.45124
H -0.91954 -1.29736 -1.10432
H -0.43906 -0.58631 1.24680
H -0.50429 1.20921 0.94187
H 2.36021 0.87999 1.47721
```

Output
energy relative to the best compared isomer or geometry (same formula, charge and spin)	66.8	kcal/mol
HOMO level	-8.824	eV
electronic energy	-286.525167	Ha
charge	0

---

2 unconnected molecules or ions with the total composition C4H7NO, computed with ωB97M-V/def2-TZVPD.

Structure (XYZ):
```
13
Properties=species:S:1:pos:R:3
O -3.21922 -0.55385 0.63707
C -2.69138 0.28961 0.09110
C -0.02155 0.57992 1.64253
N 0.57906 -0.33840 1.01529
C 0.44708 -0.56397 -1.40089
C 1.22572 0.03426 -0.23305
H -0.60044 -0.25098 -1.34733
H -0.55919 0.33971 2.56190
H -0.04957 1.62758 1.30489
H 0.85334 -0.21991 -2.35704
H 0.47751 -1.65724 -1.37397
H 2.24544 -0.36824 -0.22110
H 1.29753 1.12954 -0.34852
```

Output
energy relative to the best compared isomer or geometry (same formula, charge and spin)	40.0	kcal/mol
HOMO level	-9.824	eV
electronic energy	-286.567963	Ha
charge	0

---

C4H7NO in the gas phase, computed with ωB97M-V/def2-TZVPD.

Structure (XYZ):
```
13
Properties=species:S:1:pos:R:3
C 1.38443 -0.52852 0.03679
C -0.05690 -0.10869 -0.19995
C -1.12180 -1.04977 0.26999
O -2.30774 -0.87706 0.08052
C -0.14998 1.34960 0.07563
N -0.58461 0.85619 -1.19922
H 1.41374 -1.55936 0.39004
H 2.06661 -0.37461 -0.79985
H 1.75273 0.08719 0.87011
H -0.76252 -1.97451 0.76456
H -0.78448 1.63756 0.89843
H 0.81203 1.85842 -0.00313
H -1.60224 0.74345 -1.12788
```

Output
energy relative to the best compared isomer or geometry (same formula, charge and spin)	58.1	kcal/mol
HOMO level	-9.640	eV
electronic energy	-286.538980	Ha
charge	0
SMILES	C[C@@]1(C=O)CN1

---

C4H7NO in the gas phase, computed with ωB97M-V/def2-TZVPD.

Structure (XYZ):
```
13
Properties=species:S:1:pos:R:3
C -2.28395 0.51867 -1.32782
C -0.99067 0.68617 -1.43934
N 0.21546 0.86890 -1.58276
C 1.11623 0.34790 -0.57963
O 0.39468 -0.35470 0.39273
C 1.15575 -0.91214 1.43907
H -2.88175 1.23928 -0.78109
H -2.75310 -0.37293 -1.72777
H 1.84565 -0.30606 -1.08246
H 1.67131 1.19282 -0.14154
H 0.91029 -1.97768 1.51838
H 2.23423 -0.81117 1.25842
H 0.90444 -0.41602 2.38542
```

Output
energy relative to the best compared isomer or geometry (same formula, charge and spin)	64.0	kcal/mol
HOMO level	-8.955	eV
electronic energy	-286.529644	Ha
charge	0
SMILES	C=C=NCOC

---

2 unconnected molecules or ions with the total composition C4H7NO, computed with ωB97M-V/def2-TZVPD.

Structure (XYZ):
```
13
Properties=species:S:1:pos:R:3
C -0.65417 1.23778 0.90221
C 1.22564 0.06910 -0.27578
O 1.84940 -0.31625 0.81232
C 0.25401 -0.99138 -0.79654
C -0.78955 -0.45518 -1.67732
N -1.62647 -0.04064 -2.35992
H -0.44520 2.02608 1.62446
H -1.53463 1.46001 0.29805
H -0.81876 0.29533 1.44885
H 0.24367 1.25255 0.21291
H 1.51294 -1.13610 1.22973
H -0.21669 -1.64211 -0.04036
H 0.91408 -1.62541 -1.40438
```

Output
energy relative to the best compared isomer or geometry (same formula, charge and spin)	99.8	kcal/mol
HOMO level	-9.079	eV
electronic energy	-286.472684	Ha
charge	0

---

A molecular structure, C4H7NO, computed with ωB97M-V/def2-TZVPD.

Structure (XYZ):
```
13
Properties=species:S:1:pos:R:3
C 0.77872 -0.41337 0.09502
C 1.28853 0.98957 0.06350
N -0.33429 -0.83297 0.72290
O 1.57029 -1.38483 -0.37117
C -1.69719 -0.29403 -0.40258
C -2.92736 -0.15010 -0.32256
H 2.30829 -1.61735 0.21129
H -0.50751 -0.44294 1.65267
H -0.86257 -0.19006 -1.21059
H 2.03614 1.13280 -0.72051
H 1.74168 1.24025 1.03119
H 0.46335 1.67389 -0.13480
H -3.85807 0.28913 -0.61437
```

Output
energy relative to the best compared isomer or geometry (same formula, charge and spin)	162.1	kcal/mol
HOMO level (spin up / spin down)	-7.411 / -8.201	eV
electronic energy	-286.373351	Ha
charge	0

---

C4H7NO in the gas phase, computed with ωB97M-V/def2-TZVPD.

Structure (XYZ):
```
13
Properties=species:S:1:pos:R:3
C 1.42733 -0.62589 0.07463
C 0.05728 0.01549 0.08652
C -0.12065 1.39482 0.62507
N -0.27746 0.83719 -1.07380
C -1.08254 -0.91597 0.38359
O -2.19339 -0.79426 -0.08597
H 1.46718 -1.49581 -0.59150
H 2.17013 0.10640 -0.25070
H 1.69157 -0.94480 1.08861
H -1.18723 1.51932 0.87603
H 0.17657 1.76524 -1.00621
H -1.26888 0.81036 -1.29998
H -0.85221 -1.71415 1.11797
```

Output
energy relative to the best compared isomer or geometry (same formula, charge and spin)	104.7	kcal/mol
HOMO level	-8.634	eV
electronic energy	-286.464856	Ha
charge	0